{"formula": "C47H58N8O12", "method": "ωB97M-V/def2-TZVPD", "species": ["C", "C", "C", "O", "C", "O", "O", "H", "H", "H", "H", "H", "H", "C", "C", "C", "O", "C", "O", "O", "H", "H", "H", "H", "H", "H", "C", "C", "C", "O", "C", "O", "O", "H", "H", "H", "H", "H", "H", "C", "C", "C", "O", "C", "O", "O", "H", "H", "H", "H", "H", "H", "C", "C", "N", "H", "H", "H", "C", "C", "N", "H", "H", "H", "C", "C", "N", "H", "H", "H", "N", "C", "C", "C", "C", "C", "H", "H", "H", "H", "H", "N", "C", "C", "C", "C", "C", "H", "H", "H", "H", "H", "N", "C", "C", "C", "C", "C", "H", "H", "H", "H", "H", "N", "C", "C", "C", "C", "C", "H", "H", "H", "H", "H", "N", "C", "C", "C", "C", "C", "H", "H", "H", "H", "H"], "xyz": [[10.41640, 17.93084, 12.10832], [10.15444, 19.31515, 11.67546], [8.78483, 19.75570, 11.91488], [8.95570, 21.17123, 12.07247], [10.27723, 21.39819, 12.53298], [10.67773, 22.45957, 12.92674], [10.99718, 20.26568, 12.31919], [9.84768, 17.11813, 11.50916], [10.11848, 17.83236, 13.18542], [11.48213, 17.75926, 12.02286], [10.41339, 19.36793, 10.58815], [8.37472, 19.35619, 12.82240], [8.17540, 19.60762, 11.08126], [21.01181, 13.01811, 13.35386], [19.64672, 12.34537, 13.41484], [18.53396, 12.75082, 12.45387], [17.98909, 11.46662, 12.00408], [18.88836, 10.49226, 12.27140], [18.85947, 9.33325, 11.88325], [19.87842, 10.96424, 13.09184], [21.67772, 12.51260, 14.04387], [20.98606, 14.09856, 13.50942], [21.45718, 12.94839, 12.38143], [19.28800, 12.44798, 14.44122], [18.91049, 13.16182, 11.56374], [17.77962, 13.44525, 12.81117], [16.76846, 14.57599, 15.31786], [17.66627, 15.76145, 14.96522], [18.21748, 15.85571, 13.58441], [17.94238, 17.29806, 13.20873], [17.12401, 17.80312, 14.12911], [16.73551, 18.93419, 14.12865], [16.88981, 16.93098, 15.12242], [16.45180, 14.71944, 16.39140], [17.27845, 13.60934, 15.13946], [15.83500, 14.59930, 14.68697], [18.47055, 15.74321, 15.67597], [17.53106, 15.31930, 12.87511], [19.23622, 15.71593, 13.33166], [16.41649, 19.71147, 10.74016], [15.17400, 20.34829, 11.39992], [14.64692, 21.56835, 10.70323], [13.52733, 21.02516, 9.94458], [13.38824, 19.74782, 10.16448], [12.72748, 18.99599, 9.53037], [14.10666, 19.38570, 11.18917], [17.34169, 20.24111, 10.88883], [16.15275, 19.69109, 9.70441], [16.50261, 18.65928, 11.05792], [15.26496, 20.52908, 12.49810], [15.38310, 21.91280, 9.98553], [14.25156, 22.36972, 11.24820], [19.29031, 16.36417, 8.36698], [19.69559, 15.80344, 9.63912], [20.13461, 15.49036, 10.63690], [19.76735, 17.34368, 8.29662], [18.25406, 16.38158, 8.21794], [19.79813, 15.74616, 7.63122], [10.41553, 14.98369, 15.06734], [10.21293, 13.57318, 14.55990], [9.94661, 12.49865, 14.25452], [9.52679, 15.22258, 15.69129], [10.43589, 15.57092, 14.16621], [11.31801, 15.19018, 15.61990], [13.42434, 16.28919, 7.96523], [14.82237, 16.06399, 8.18539], [15.93273, 15.87374, 8.36772], [13.23628, 16.69948, 6.97048], [13.20445, 17.05134, 8.72922], [12.81313, 15.35673, 8.02180], [12.95204, 14.81659, 12.91516], [13.47142, 13.54480, 12.94040], [14.57876, 13.20051, 12.26745], [15.35492, 14.17476, 11.65350], [14.84305, 15.44134, 11.58356], [13.61198, 15.70934, 12.24669], [12.87927, 12.75740, 13.29440], [14.84814, 12.11837, 12.21344], [16.26540, 13.92480, 11.11643], [15.44393, 16.20655, 11.14826], [13.22554, 16.74082, 12.31482], [15.05234, 11.36832, 8.92426], [15.36990, 12.45670, 8.23274], [16.65613, 12.86587, 7.97656], [17.70090, 12.07622, 8.49279], [17.41691, 10.93630, 9.24707], [16.06958, 10.62940, 9.46832], [14.49451, 13.04304, 7.84884], [16.87157, 13.66820, 7.29865], [18.63820, 12.35544, 8.03561], [18.17315, 10.24752, 9.50206], [15.80703, 9.74015, 10.03680], [9.95917, 14.17457, 9.19118], [8.77844, 14.73425, 9.06638], [7.64256, 14.29483, 9.76758], [7.77452, 13.18794, 10.59499], [9.08481, 12.69838, 10.79702], [10.15112, 13.19884, 10.07370], [8.67879, 15.50970, 8.31344], [6.68800, 14.71508, 9.79945], [6.93124, 12.85055, 11.17948], [9.20003, 11.81447, 11.44484], [11.11811, 12.75141, 9.99851], [12.75159, 7.49443, 11.79826], [12.84489, 8.53106, 10.95725], [12.30593, 9.76496, 11.27943], [11.70288, 9.97215, 12.52683], [11.53774, 8.92271, 13.39881], [12.06578, 7.70736, 12.93298], [13.49766, 8.42759, 10.07573], [12.54977, 10.53864, 10.57499], [11.34259, 10.92451, 12.73377], [11.09378, 9.00229, 14.37536], [11.93807, 6.88628, 13.55062], [16.72403, 11.11161, 15.57113], [17.37982, 9.98465, 15.17180], [16.88325, 9.01275, 14.30081], [15.50382, 9.17584, 13.97490], [14.82310, 10.33615, 14.34766], [15.43074, 11.20408, 15.26197], [18.45553, 9.79625, 15.56994], [17.46460, 8.10534, 14.05338], [15.00186, 8.39093, 13.34291], [13.78375, 10.34341, 14.16228], [14.87425, 12.01807, 15.63894]], "orbital_gap_ha": 0.364, "smiles": "C[C@H]1COC(=O)O1.C[C@H]1COC(=O)O1.C[C@H]1COC(=O)O1.C[C@H]1COC(=O)O1.c1ccncc1.c1ccncc1.c1ccncc1.c1ccncc1.c1ccncc1.CC#N.CC#N.CC#N", "e_tot_ha": -3166.62306}